1.
{
  "formula": "C6H7IO2S",
  "method": "wB97M-V/def2-TZVPD",
  "elements": ["C", "C", "C", "C", "C", "C", "O", "O", "S", "I", "H", "H", "H", "H", "H", "H", "H"],
  "coordinates": [[0.462601, 3.431784, -0.675466], [0.373783, 3.503134, 0.660581], [-0.174845, -0.196610, -0.373690], [0.321545, 2.151949, -1.231637], [-0.055700, 1.219775, -0.290412], [-0.671455, -2.079397, 1.036530], [0.123350, -0.783184, -1.409643], [-0.638124, -0.677381, 0.727922], [-0.021309, 1.996643, 1.271139], [3.059056, -0.809281, 0.022559], [0.596212, 4.360416, -1.303425], [0.405907, 4.241323, 1.462280], [0.266878, 2.026412, -2.349139], [2.120708, -2.021753, 0.142428], [-0.926273, -2.526337, 0.085112], [-1.367264, -2.206744, 1.810922], [0.419457, -2.396687, 1.225044]],
  "forces_ev_per_angstrom": [[0.747, 2.719, -2.248], [-0.488, -0.466, 1.690], [0.516, -0.461, -3.455], [-1.298, -0.290, -1.399], [1.064, 2.655, 0.902], [3.000, 0.399, -2.500], [-0.577, -0.364, 1.299], [-0.783, -0.661, 2.681], [-0.344, -1.546, 0.298], [1.363, 1.216, 0.029], [0.039, -1.271, 0.688], [0.211, 0.408, -0.951], [0.372, -0.253, 1.466], [-0.872, -1.229, 0.007], [-0.467, -0.779, 0.102], [-0.618, -0.337, 1.004], [-1.866, 0.261, 0.386]],
  "orbital_gap_ev": 9.609,
  "spin_multiplicity": 1,
  "smiles": "COC(=O)c1cccs1.I"
}

***

2.
{
  "formula": "C3H7O3",
  "method": "wB97M-V/def2-TZVPD",
  "elements": ["O", "C", "O", "H", "H", "C", "O", "C", "H", "H", "H", "H", "H"],
  "coordinates": [[-0.435262, -0.535744, 1.287681], [-1.468994, 0.072243, 1.720397], [-2.490185, -0.423936, 2.202622], [-1.361106, 1.184407, 1.684617], [0.139526, 0.337041, 0.170288], [1.061981, -0.235634, -1.441896], [0.710885, 0.796796, -0.558129], [2.069438, 0.203547, -2.507782], [1.603345, -1.006999, -0.869343], [0.145371, -0.636363, -1.888998], [1.928368, -0.313838, -3.460104], [1.843540, 1.244998, -2.766299], [3.102406, 0.100906, -2.184950]],
  "forces_ev_per_angstrom": [[-0.602, 0.183, -0.055], [0.604, -0.629, 0.222], [-0.097, 0.272, -0.021], [-0.322, 0.114, -0.039], [0.829, 0.240, -0.185], [0.624, -0.199, 0.489], [-0.173, 0.083, -0.140], [-0.890, 0.797, -0.434], [-0.603, -0.365, -0.085], [0.188, -0.295, -0.164], [0.106, -0.406, 0.166], [0.303, 0.071, 0.200], [0.032, 0.133, 0.046]],
  "orbital_gap_ev": 8.639,
  "charge": -1,
  "spin_multiplicity": 1
}

***

3.
{
  "formula": "C19H74N8O18",
  "method": "wB97M-V/def2-TZVPD",
  "elements": ["C", "C", "C", "O", "H", "H", "H", "H", "H", "H", "H", "H", "C", "C", "C", "O", "H", "H", "H", "H", "H", "H", "H", "H", "C", "C", "C", "O", "H", "H", "H", "H", "H", "H", "H", "H", "C", "C", "C", "O", "H", "H", "H", "H", "H", "H", "H", "H", "C", "C", "C", "O", "H", "H", "H", "H", "H", "H", "H", "H", "C", "O", "N", "N", "H", "H", "H", "H", "C", "O", "N", "N", "H", "H", "H", "H", "C", "O", "N", "N", "H", "H", "H", "H", "C", "O", "N", "N", "H", "H", "H", "H", "O", "H", "H", "O", "H", "H", "O", "H", "H", "O", "H", "H", "O", "H", "H", "O", "H", "H", "O", "H", "H", "O", "H", "H", "O", "H", "H"],
  "coordinates": [[7.075673, -0.010392, 0.417156], [5.757471, 0.045208, 1.040294], [5.717515, -0.535339, 2.514353], [5.128919, 1.355271, 0.952263], [7.147844, 0.491760, -0.558524], [7.439356, -1.058297, 0.418707], [7.826084, 0.509216, 1.039899], [5.062465, -0.555986, 0.460484], [6.478724, -0.007777, 3.121771], [5.979040, -1.601189, 2.491515], [4.722104, -0.513843, 2.867813], [5.744969, 2.033214, 0.564305], [-0.852769, 5.246105, -1.152159], [-2.172851, 5.658738, -1.867181], [-2.090149, 7.028620, -2.488141], [-2.593642, 4.634188, -2.774498], [-0.439791, 5.983643, -0.468119], [-0.132066, 4.953794, -1.873446], [-1.025000, 4.379935, -0.516117], [-2.935425, 5.629982, -1.018029], [-1.414190, 7.006140, -3.297933], [-1.811713, 7.703733, -1.717359], [-3.086202, 7.322704, -2.814915], [-2.220254, 3.797084, -2.523189], [0.611461, -1.705489, -5.041841], [1.650691, -1.631241, -4.027872], [2.969835, -1.097014, -4.600581], [1.049815, -0.679780, -3.016228], [0.788095, -2.372470, -5.905569], [0.340613, -0.661714, -5.404812], [-0.362500, -2.099879, -4.617904], [1.844852, -2.521476, -3.447341], [3.627122, -1.932150, -4.957865], [3.524365, -0.485783, -3.838308], [2.712562, -0.428808, -5.440971], [1.727532, -0.430012, -2.407892], [-4.358617, -2.447070, 0.138221], [-4.394209, -2.049389, 1.626209], [-3.561344, -2.922485, 2.461047], [-4.026373, -0.615826, 1.731771], [-5.033649, -1.819481, -0.484617], [-4.549811, -3.475405, -0.128764], [-3.335833, -2.333830, -0.197727], [-5.388713, -2.073054, 2.034933], [-3.919292, -3.955592, 2.462031], [-3.599056, -2.530493, 3.492223], [-2.481345, -2.854077, 2.174318], [-3.150228, -0.369108, 1.322009], [3.432499, -4.504821, 1.491958], [2.547339, -4.210169, 0.288365], [3.036195, -4.852671, -1.001073], [1.289449, -4.731048, 0.612006], [2.979189, -4.074236, 2.381878], [4.415038, -4.107629, 1.305140], [3.476318, -5.590928, 1.715443], [2.535496, -3.090908, 0.074490], [4.004629, -4.518558, -1.353851], [2.418831, -4.680248, -1.890247], [2.985311, -5.931092, -0.917141], [0.926657, -4.167979, 1.307921], [-2.371881, 1.121925, -2.948034], [-1.578432, 2.062540, -2.810981], [-3.744828, 1.374771, -2.817174], [-2.038101, -0.181833, -3.166967], [-4.135687, 2.371410, -2.838859], [-4.310339, 0.627636, -3.136498], [-1.037424, -0.312605, -3.270839], [-2.670442, -0.784889, -3.652395], [1.809103, 1.919989, 1.712911], [0.654318, 2.027598, 2.130855], [2.790026, 1.639559, 2.546594], [2.182967, 2.048492, 0.456406], [3.758359, 1.778819, 2.310182], [2.543914, 1.787517, 3.522931], [1.596700, 2.376169, -0.293428], [3.100296, 1.930875, 0.228635], [-2.462504, 0.972683, 5.707607], [-2.143342, -0.186413, 6.043255], [-2.914526, 1.083165, 4.457688], [-2.300461, 2.047659, 6.561489], [-3.044553, 0.160871, 4.026685], [-2.926321, 1.914506, 3.951007], [-2.047887, 1.818905, 7.484841], [-2.840157, 2.870461, 6.474157], [-0.022898, -2.012710, 3.798874], [0.491659, -2.559380, 2.808484], [-0.339444, -0.705811, 3.818905], [-0.333791, -2.743541, 4.866177], [-0.117450, -0.080046, 3.073508], [-0.784055, -0.440900, 4.766629], [-1.221278, -2.472433, 5.311518], [-0.227554, -3.748209, 4.804753], [1.181247, 2.824661, -2.497579], [0.329365, 2.566025, -2.930141], [1.936059, 2.565417, -3.076733], [-1.866523, -0.060227, 0.097423], [-2.126837, 0.857443, -0.209055], [-1.882984, -0.534700, -0.756415], [-2.584032, -5.154239, -3.154694], [-1.986776, -5.848255, -2.872844], [-2.212533, -4.359553, -2.764860], [-4.094170, 2.088560, 0.541580], [-4.806618, 2.712829, 0.280549], [-4.501669, 1.288102, 0.770205], [-1.681232, 3.339066, 1.415887], [-0.957911, 2.744566, 1.702670], [-2.469291, 2.815800, 1.292245], [3.048304, -0.171602, -1.045853], [3.455610, -1.019021, -0.927712], [2.510743, -0.109568, -0.253345], [-0.854079, -2.467825, -1.287350], [-0.360531, -1.936533, -1.904249], [-0.122157, -2.722033, -0.693728], [-5.088657, 4.503454, -3.642961], [-5.607301, 5.076073, -4.139068], [-4.187504, 4.922669, -3.521793], [0.809851, -1.102884, 0.710079], [0.750427, -1.550441, 1.593144], [0.016176, -0.519161, 0.587371]],
  "forces_ev_per_angstrom": [[2.361, 0.128, 0.187], [-2.137, -0.432, 1.074], [1.638, 0.497, -1.814], [1.409, 0.968, -0.087], [-0.269, -0.598, 0.022], [-0.271, 0.548, -0.507], [-0.241, -0.001, -0.002], [-0.008, -0.340, -0.075], [-0.717, -0.187, 0.008], [0.174, 0.218, -0.176], [-0.971, 0.488, 0.708], [-0.720, -1.209, 0.643], [-1.099, -0.239, 0.031], [-0.039, -1.041, 2.838], [-1.635, -1.148, 0.282], [0.009, 1.793, -0.549], [-0.136, 0.419, -0.226], [0.937, -0.045, -0.767], [-0.197, -0.143, -0.047], [0.578, 0.551, -0.987], [0.861, 0.257, -0.947], [0.511, 0.732, 0.519], [-0.022, 0.146, -0.337], [0.530, -0.971, 0.141], [-3.248, -0.236, -1.464], [0.772, 1.845, 2.146], [0.338, 0.383, 0.266], [-0.482, -1.244, -2.182], [0.368, 0.447, 0.369], [0.615, -1.215, 0.259], [1.021, 0.299, -0.216], [-0.133, -0.648, -0.184], [-0.599, 0.754, 0.256], [-0.403, -0.693, -0.631], [0.395, -0.236, 0.246], [1.048, 0.409, 1.156], [-0.179, 0.746, -0.217], [-0.045, 1.560, -1.841], [1.861, 0.109, 1.323], [0.140, -0.495, 0.268], [0.482, -0.241, 0.479], [-0.505, -0.523, 0.522], [0.327, 0.410, -0.207], [-0.634, 0.126, -0.079], [0.164, 0.110, -0.098], [-0.038, -0.332, -0.156], [-0.759, -0.355, -0.018], [-0.825, -1.140, 0.058], [-0.129, -0.460, -0.133], [0.802, 0.775, -0.334], [-0.610, -0.409, -0.651], [-1.038, 0.308, -0.556], [0.134, 0.407, 0.041], [0.634, 0.116, 0.296], [0.101, 0.482, -0.512], [-0.309, -0.964, 0.586], [0.507, -0.051, 0.525], [-0.511, 0.451, 0.410], [0.465, -0.375, 0.247], [-0.149, -0.013, 0.196], [-1.978, 2.030, 0.084], [0.178, -1.115, 0.080], [1.101, 1.325, -0.083], [0.775, 0.765, 0.380], [1.020, -2.065, -0.195], [-0.938, -0.263, -0.112], [0.018, -0.212, -0.174], [-0.094, -0.219, -0.057], [-1.620, 0.457, 0.001], [-0.725, -0.138, 0.034], [1.592, -0.410, 2.929], [-2.205, 0.740, -1.438], [0.013, -0.068, -0.279], [0.106, -0.254, -0.472], [-0.500, -0.059, 0.076], [2.893, -0.393, -0.625], [0.620, -1.262, 0.753], [0.199, 0.511, 0.978], [-0.517, -0.968, 0.332], [-0.036, -0.796, -1.511], [0.051, 1.015, -0.232], [-0.176, 1.342, -1.009], [0.324, -0.474, 0.891], [-0.494, 0.660, -0.392], [0.318, 0.419, -2.493], [0.681, -0.267, -0.089], [-1.083, -0.634, 3.276], [-1.754, -0.662, 2.301], [0.155, 0.439, -0.251], [0.793, 0.246, -2.209], [0.829, -0.046, 0.105], [0.131, 0.358, -0.387], [0.356, -0.305, -0.709], [0.868, -0.023, 0.408], [-1.217, 0.173, 0.527], [-0.333, 1.735, -1.170], [0.422, -1.040, 0.784], [0.141, -0.420, 0.482], [-0.135, 0.048, -0.162], [0.099, -0.174, 0.064], [0.116, 0.236, 0.219], [0.259, 2.604, -0.832], [0.784, -0.676, 0.244], [-1.065, -2.138, 0.678], [0.558, 0.149, 0.402], [-0.091, 0.235, -0.208], [-0.475, -0.344, -0.152], [0.181, 0.343, -0.560], [0.444, -0.844, -0.137], [-0.809, 0.147, 0.493], [0.126, -0.711, 0.327], [0.374, 0.673, -0.737], [-0.534, 0.037, 0.225], [2.230, -1.091, 1.458], [-1.422, 1.575, -1.394], [-0.999, -0.846, -0.019], [-0.236, 0.903, -0.419], [-0.210, 0.040, -0.377], [0.771, -0.786, 0.252]],
  "orbital_gap_ev": 9.828,
  "spin_multiplicity": 1
}

***

Which formula does entry 3 have? C19H74N8O18

***

What did the second record say?
{
  "formula": "C3H7O3",
  "method": "wB97M-V/def2-TZVPD",
  "elements": ["O", "C", "O", "H", "H", "C", "O", "C", "H", "H", "H", "H", "H"],
  "coordinates": [[-0.435262, -0.535744, 1.287681], [-1.468994, 0.072243, 1.720397], [-2.490185, -0.423936, 2.202622], [-1.361106, 1.184407, 1.684617], [0.139526, 0.337041, 0.170288], [1.061981, -0.235634, -1.441896], [0.710885, 0.796796, -0.558129], [2.069438, 0.203547, -2.507782], [1.603345, -1.006999, -0.869343], [0.145371, -0.636363, -1.888998], [1.928368, -0.313838, -3.460104], [1.843540, 1.244998, -2.766299], [3.102406, 0.100906, -2.184950]],
  "forces_ev_per_angstrom": [[-0.602, 0.183, -0.055], [0.604, -0.629, 0.222], [-0.097, 0.272, -0.021], [-0.322, 0.114, -0.039], [0.829, 0.240, -0.185], [0.624, -0.199, 0.489], [-0.173, 0.083, -0.140], [-0.890, 0.797, -0.434], [-0.603, -0.365, -0.085], [0.188, -0.295, -0.164], [0.106, -0.406, 0.166], [0.303, 0.071, 0.200], [0.032, 0.133, 0.046]],
  "orbital_gap_ev": 8.639,
  "charge": -1,
  "spin_multiplicity": 1
}